[1]
84
Properties=species:S:1:pos:R:3 method="wB97M-V/def2-TZVPD" e_homo_ev="-6.362 / -6.363" lumo_ev="-0.11 / -0.11"
C 1.6799 -0.1653 0.6967
C 2.1328 -1.4835 0.5254
C 3.5531 -1.4923 0.6094
H 1.5027 -2.3674 0.4655
C 3.9753 -0.1351 0.9855
C 2.8046 0.6859 0.8726
H 2.7206 1.7669 1.0109
H 0.6329 0.1578 0.7752
H 4.1872 -2.3732 0.6489
H 4.8941 0.0809 1.5257
Zn 4.1790 -0.2824 -1.0901
Si 5.3584 -1.7140 -3.6496
C 4.7739 -2.8360 -5.0714
C 4.4511 -2.2638 -6.3106
H 4.6180 -1.1989 -6.4938
C 3.8343 -3.0307 -7.3101
H 3.5628 -2.5749 -8.2630
C 3.5423 -4.3773 -7.0824
H 3.0545 -4.9800 -7.8562
C 3.8505 -4.9395 -5.8424
H 3.5756 -5.9733 -5.6418
C 4.4742 -4.1834 -4.8441
H 4.6814 -4.6184 -3.8664
C 6.5825 -0.6512 -4.5958
C 7.7125 -1.3298 -5.0891
H 7.8538 -2.3796 -4.8243
C 8.6161 -0.6953 -5.9442
H 9.4684 -1.2426 -6.3327
C 8.4159 0.6306 -6.3406
H 9.0925 1.1240 -7.0449
C 7.3352 1.3229 -5.7968
H 7.1785 2.3714 -6.0382
C 6.3957 0.6826 -4.9769
H 5.5045 1.2269 -4.6684
H 6.0467 -2.4292 -2.5569
Si 0.0269 -1.2702 -4.9506
C 1.5293 -0.5858 -4.0798
C 2.4799 -1.4813 -3.6873
H 2.3507 -2.5709 -3.6828
C 3.7400 -1.0275 -3.0698
H 3.7884 -1.7228 -2.1224
C 3.9309 0.4645 -2.8899
H 4.9561 0.8785 -2.8096
C 2.8993 1.2996 -3.3753
H 3.0081 2.3719 -3.2345
C 1.7278 0.7994 -3.9095
H 0.9230 1.4661 -4.2268
C -0.0478 -3.0945 -4.5057
C -0.2246 -3.6207 -3.2118
H -0.4581 -2.9576 -2.3729
C -0.0928 -5.0013 -3.0009
H -0.2591 -5.4104 -2.0060
C 0.2209 -5.8623 -4.0570
H 0.3292 -6.9357 -3.8828
C 0.3694 -5.3388 -5.3418
H 0.6062 -5.9899 -6.1787
C 0.2066 -3.9745 -5.5725
H 0.3151 -3.5956 -6.5922
H 0.1639 -1.0667 -6.3331
Cl -1.5947 -0.1956 -4.2929
C 0.3565 3.4476 -2.1544
P 0.1043 2.1868 -0.8629
C -0.0476 3.2812 0.6112
C -1.6996 1.7245 -1.0997
C -1.9625 0.2404 -0.8619
P -3.7412 -0.2230 -0.4448
C -4.6901 1.0237 -1.4031
C -3.8644 0.5239 1.2424
H 1.2747 3.9947 -1.9138
H -0.4848 4.1443 -2.2111
H 0.5001 2.9660 -3.1234
H -0.4132 2.7034 1.4718
H 0.9497 3.6761 0.8506
H -0.7301 4.1180 0.4082
H -2.2839 2.3689 -0.4251
H -1.9223 1.9982 -2.1427
H -1.7418 -0.3176 -1.7902
H -1.3448 -0.1652 -0.0416
H -5.2298 1.6944 -0.7262
H -4.0634 1.5940 -2.0955
H -5.4216 0.4471 -1.9836
H -2.8930 0.5172 1.7520
H -4.2705 1.5416 1.2000
H -4.5574 -0.1133 1.8074

[2]
98
Properties=species:S:1:pos:R:3 method="wB97M-V/def2-TZVPD" e_homo_ev=-4.216 total_charge=-1 lumo_ev=1.33
Sr -1.2534 0.1887 0.0826
C -2.3138 -1.6935 3.4399
C -2.9430 -0.3437 3.2083
C -3.8776 0.1431 4.1039
C -4.4775 1.3759 3.8274
C -4.1409 2.0554 2.6892
C -3.1821 1.5058 1.7856
N -2.5885 0.3154 2.0946
N -2.7989 2.0847 0.6433
Si -3.8199 3.0102 -0.3645
C -4.4447 4.7163 0.2369
C -2.8735 3.3940 -1.9536
C -5.4008 2.0423 -0.7538
H -2.0393 -1.8274 4.4875
H -1.4393 -1.8081 2.8056
H -3.0307 -2.4775 3.1816
H -4.1460 -0.4248 4.9850
H -5.2076 1.7847 4.5174
H -4.5790 3.0163 2.4534
H -3.6543 5.3047 0.7124
H -5.2714 4.6276 0.9466
H -4.8110 5.2862 -0.6212
H -2.1933 4.2394 -1.8148
H -3.5740 3.6593 -2.7499
H -2.2874 2.5393 -2.3009
H -5.9466 1.8185 0.1680
H -5.1557 1.0938 -1.2369
H -6.0650 2.6081 -1.4134
O 0.2388 -1.3481 -1.8293
C -0.0514 -0.1810 -2.1387
O 0.1988 0.8327 -1.4145
C -0.8361 0.0507 -3.4055
C -0.2397 0.5791 -4.5398
C -0.9722 0.7695 -5.7032
C -2.3185 0.4287 -5.7176
C -2.9247 -0.0870 -4.5836
C -2.2028 -0.2831 -3.3972
S -3.0040 -0.9075 -1.9771
H 0.8135 0.8393 -4.5034
H -0.4982 1.1842 -6.5849
H -2.9002 0.5676 -6.6223
H -3.9757 -0.3466 -4.5891
C 4.9203 -0.4698 1.3318
C 4.2143 0.8749 1.2340
S 4.9893 2.0010 2.4089
O 6.3318 2.2669 1.9554
O 4.8061 1.4909 3.7414
C 4.0560 3.5547 2.2335
C 2.9090 3.6962 3.2331
N 1.9518 2.6004 3.1319
C 1.2245 2.3053 2.0247
N 0.5926 1.1578 2.1570
C 0.8772 0.6827 3.3899
C 1.7173 1.5584 4.0251
N 2.1430 1.4873 5.3749
O 2.5093 2.5045 5.9443
O 2.0844 0.3968 5.9047
C 1.1557 3.1472 0.8011
H 4.4753 -1.1750 0.6318
H 4.8283 -0.8690 2.3418
H 5.9784 -0.3567 1.0987
H 3.1565 0.8023 1.4918
H 4.3353 1.3336 0.2526
H 3.7067 3.5756 1.2003
H 4.7986 4.3373 2.3786
H 2.3856 4.6332 3.0367
H 3.2850 3.7197 4.2469
H 0.4560 -0.2362 3.7639
H 1.3865 4.1914 1.0069
H 0.1493 3.0665 0.3905
H 1.8356 2.7664 0.0348
C -1.6688 -3.6582 -0.0881
C -0.3052 -3.2089 0.3004
N -0.0133 -2.0975 0.9288
C 1.3536 -2.0696 1.0673
C 1.8982 -3.1821 0.5130
N 0.8330 -3.8981 0.0086
C 0.9029 -5.1785 -0.6405
N 1.9178 -5.2073 -1.6570
N 2.8161 -6.2191 -1.6617
N 3.5099 -6.1652 -2.7309
C 3.0732 -5.1021 -3.4900
C 3.4822 -4.6393 -4.7428
C 2.8209 -3.5446 -5.2499
C 1.7928 -2.9011 -4.5329
C 1.3755 -3.3386 -3.2956
C 2.0278 -4.4699 -2.8022
H -2.3924 -2.9459 0.2981
H -1.8941 -4.6522 0.3048
H -1.7712 -3.6619 -1.1751
H 1.8444 -1.2410 1.5500
H 2.9145 -3.5155 0.3895
H -0.0701 -5.3857 -1.0850
H 1.1597 -5.9741 0.0600
H 4.2819 -5.1363 -5.2755
H 3.0994 -3.1561 -6.2215
H 1.3186 -2.0285 -4.9640
H 0.6212 -2.7998 -2.7294

[3]
95
Properties=species:S:1:pos:R:3 method="wB97M-V/def2-TZVPD" e_homo_ev="-11.785 / -11.892" total_charge=+2 lumo_ev="-5.57 / -5.20"
Bi 0.4327 -1.1310 -0.8697
Cl -0.6862 -2.4812 1.8797
C 1.0437 -2.7061 1.7876
C 1.7519 -2.1046 0.7689
C 3.1910 -2.0064 0.9313
Cl 3.6874 -0.2458 -1.2887
C 3.7820 -2.7939 1.9777
Cl 5.4932 -2.8464 2.1311
C 3.0247 -3.5206 2.8804
Cl 3.7705 -4.4712 4.0901
C 1.6320 -3.4353 2.8294
Cl 0.6769 -4.2080 4.0138
O -2.7135 -0.9096 -1.5016
C -2.4309 -2.1039 -1.4689
N -1.1946 -2.5848 -1.1419
C -1.1923 -3.9902 -1.1089
O -0.2309 -4.6576 -0.8342
C -2.5742 -4.4171 -1.4814
C -3.1177 -5.6766 -1.6110
C -4.4559 -5.7526 -1.9921
C -5.2056 -4.6044 -2.2304
C -4.6462 -3.3360 -2.0924
C -3.3221 -3.2711 -1.7137
H -2.5274 -6.5639 -1.4270
H -4.9229 -6.7212 -2.1092
H -6.2397 -4.7028 -2.5319
H -5.2237 -2.4422 -2.2877
C -4.9873 3.2571 -0.0893
N -4.6042 3.2824 1.4096
C -4.9128 1.8892 2.0075
N -4.2749 0.8661 1.2654
C -4.6931 0.9030 -0.1388
N -4.3467 2.1855 -0.7550
C -2.8904 2.3516 -0.9301
P -2.1113 2.3558 0.7141
C -3.1549 3.6122 1.5706
C -2.8070 0.8294 1.4184
H -4.7067 4.2262 -0.5002
H -6.0701 3.1378 -0.1137
H -5.1757 3.9824 1.8880
H -5.9963 1.7838 1.9601
H -4.5835 1.9147 3.0456
H -5.7759 0.7780 -0.1802
H -4.2099 0.1000 -0.6897
H -2.6770 3.2769 -1.4694
H -2.5058 1.5127 -1.5153
H -2.9629 4.6004 1.1497
H -2.9084 3.6336 2.6335
H -2.5387 0.7167 2.4712
H -2.4106 -0.0309 0.8737
C 4.0672 -1.1134 0.2797
N 5.0598 0.5562 -1.4478
C 5.8331 0.1164 -2.5989
C 2.7571 0.3490 -2.7803
C 2.1653 -0.7628 -3.4717
C 2.4978 -0.9894 -4.8227
C 2.1371 -2.1591 -5.4561
C 1.4553 -3.1484 -4.7531
C 1.0882 -2.9384 -3.4336
C 1.4063 -1.7468 -2.7882
H 5.0676 -0.9171 0.6259
H 4.0457 -1.3864 -1.9817
H 2.5168 -0.8687 -1.0913
H 3.5941 2.7892 0.1268
H 5.7281 -0.9597 -2.8147
H 6.8889 0.2668 -2.3761
H 5.5986 0.6666 -3.5171
H 3.0017 1.3294 -3.1668
H 3.2037 0.8329 -0.5962
H 3.0762 -0.2394 -5.3482
H 2.4026 -2.3140 -6.4932
H 1.1949 -4.0790 -5.2396
H 0.5461 -3.7122 -2.9087
C 0.7011 4.9216 3.0785
C 2.0783 4.9999 2.4320
C 2.0984 4.5349 0.9780
S 2.3428 2.7356 0.6314
O -0.6686 2.6460 0.8742
C 2.7472 1.8201 2.1567
C 1.5627 1.0044 2.6554
C 2.0088 0.0638 3.7687
H 0.7418 5.2997 4.0989
H 0.3361 3.8936 3.1004
H -0.0172 5.5287 2.5246
H 2.8029 4.4558 3.0373
H 2.4400 6.0293 2.4306
H 2.8890 5.0237 0.4135
H 1.1424 4.7211 0.4917
H 3.1073 2.5259 2.9010
H 3.5815 1.1791 1.8633
H 1.1393 0.4290 1.8284
H 0.7773 1.6770 3.0050
H 2.7884 -0.6158 3.4178
H 1.1701 -0.5397 4.1158
H 2.4006 0.6142 4.6254

[4]
85
Properties=species:S:1:pos:R:3 method="wB97M-V/def2-TZVPD" e_homo_ev="-8.264 / -9.162" s_squared=0.7540 lumo_ev="0.18 / 0.16" multiplicity=2
C -1.7933 2.4741 -5.0912
C -1.1403 1.9021 -3.8310
C 0.3892 2.0457 -3.9394
C -1.7087 2.6344 -2.6052
C -1.8189 1.8209 -1.3104
C -0.4850 1.6922 -0.5334
C 0.4772 0.5922 -0.9397
O 0.2376 -0.5467 -1.1116
Br 2.3386 1.2007 -1.0112
P -2.9016 2.8189 -0.2300
O -4.2495 3.1210 -0.7558
C -2.5579 0.4774 -1.5072
C -2.5805 -0.0874 -2.9450
C -3.8997 0.2523 -3.6410
C -2.3923 -1.5983 -2.8654
N -1.4350 0.4477 -3.7330
O -1.1637 -0.2007 -4.7930
H -1.3385 2.0472 -5.9797
H -2.8646 2.2855 -5.1126
H -1.6368 3.5546 -5.1012
H 0.8742 1.0762 -3.8571
H 0.7946 2.6941 -3.1624
H 0.6734 2.4670 -4.9014
H -1.0782 3.5082 -2.4226
H -2.7046 3.0158 -2.8448
H 0.0469 2.6403 -0.5408
H -0.7065 1.4528 0.5159
H -2.8903 2.0819 0.9716
H -2.1314 3.9711 0.0316
H -3.6053 0.5792 -1.2110
H -2.1106 -0.2554 -0.8403
H -4.6927 -0.3475 -3.1896
H -4.1762 1.2995 -3.5208
H -3.8337 0.0058 -4.6994
H -2.7553 -2.1019 -3.7561
H -1.3344 -1.8202 -2.7391
H -2.9325 -1.9678 -1.9925
C -2.9498 -3.7740 1.6689
C -3.4301 -5.0386 1.9812
C -3.3295 -6.0673 1.0542
C -2.7484 -5.8316 -0.1846
C -2.2625 -4.5690 -0.4940
C -2.3639 -3.5412 0.4327
H -3.0253 -2.9725 2.3927
H -3.8824 -5.2225 2.9473
H -3.7055 -7.0530 1.2966
H -2.6675 -6.6339 -0.9066
H -1.7989 -4.3858 -1.4555
H -1.9814 -2.5565 0.1907
C 1.6948 -5.3818 2.3139
C 0.7632 -4.7740 1.4825
C 1.1290 -3.6638 0.7330
C 2.4222 -3.1640 0.8119
C 3.3519 -3.7725 1.6440
C 2.9871 -4.8811 2.3965
H 1.4114 -6.2475 2.8994
H -0.2450 -5.1642 1.4201
H 0.4084 -3.1809 0.0857
H 2.7023 -2.2982 0.2242
H 4.3595 -3.3813 1.7107
H 3.7120 -5.3540 3.0477
C 0.4670 7.9325 1.1262
C 0.5841 6.6407 1.6193
C 0.5898 5.5639 0.7435
C 0.4806 5.7790 -0.6223
C 0.3615 7.0708 -1.1163
C 0.3550 8.1475 -0.2410
H 0.4625 8.7730 1.8081
H 0.6726 6.4729 2.6849
H 0.6837 4.5558 1.1302
H 0.4915 4.9404 -1.3093
H 0.2760 7.2378 -2.1823
H 0.2621 9.1551 -0.6248
C 4.4518 -2.1150 4.7769
C 4.8164 -0.8104 4.4735
C 5.9338 -0.2442 5.0715
C 6.6881 -0.9832 5.9725
C 6.3251 -2.2883 6.2751
C 5.2069 -2.8536 5.6776
H 3.5824 -2.5575 4.3073
H 4.2292 -0.2362 3.7677
H 6.2176 0.7735 4.8351
H 7.5601 -0.5420 6.4382
H 6.9142 -2.8649 6.9769
H 4.9226 -3.8713 5.9142

[5]
93
Properties=species:S:1:pos:R:3 method="wB97M-V/def2-TZVPD" e_homo_ev=-7.002 lumo_ev=-0.86
K 0.4902 -0.2741 1.6578
C 3.7375 1.4776 -5.0637
C 2.7743 1.3916 -3.9007
C 1.6131 0.7318 -4.0172
C 0.8397 0.3952 -2.8869
C -0.1896 -0.5058 -2.8932
N -1.0245 -0.6846 -3.9296
C -1.4053 0.3505 -4.9208
C -1.8507 1.7144 -4.2494
C -3.1873 1.6023 -3.5257
N -3.1244 0.8678 -2.2616
C -2.7982 1.2662 -1.0083
C -2.7394 2.4678 -0.3725
C -3.0642 3.7584 -0.9184
C -2.5595 4.9073 -0.3980
C -2.7247 6.2369 -1.1148
C -1.6978 4.7806 0.7461
C -1.4565 3.6057 1.3868
C -0.4606 3.5105 2.4641
N 0.2079 2.4640 2.7033
C 1.1896 2.6023 3.7644
C 2.5306 1.9806 3.4212
C 3.2090 2.4160 2.1586
N 2.5808 1.7852 0.9868
C 2.9789 2.1695 -0.1574
C 2.5177 1.6110 -1.4478
C 3.1764 1.8623 -2.5913
C 1.2374 0.9026 -1.5446
O 0.4601 0.7475 -0.5875
C -2.0908 2.3371 0.9649
O -2.0383 1.2721 1.5938
H 3.2670 1.2175 -6.0253
H 4.6109 0.8168 -4.9347
H 4.1619 2.4942 -5.2087
H 1.3339 0.3746 -5.0188
H -0.3777 -1.0744 -1.9959
H -1.6448 -1.4818 -3.8998
H -2.2521 -0.0487 -5.4431
H -0.5881 0.5522 -5.6285
H -1.9585 2.4613 -5.0815
H -1.1118 2.1238 -3.5658
H -3.8887 1.1265 -4.1861
H -3.5637 2.6093 -3.3219
H -2.9350 -0.1289 -2.3747
H -2.4649 0.4310 -0.3900
H -3.7223 3.8272 -1.7836
H -3.3231 6.1035 -2.0270
H -1.7610 6.6331 -1.4319
H -3.1640 7.0351 -0.5032
H -1.1996 5.6767 1.0860
H -0.2543 4.4482 3.0175
H 0.8125 2.0242 4.6152
H 1.3343 3.6206 4.0935
H 2.4444 0.8929 3.4044
H 3.2064 2.2444 4.2350
H 4.2554 2.0404 2.1537
H 3.2625 3.4959 2.1056
H 3.7371 2.9686 -0.2645
H 4.0814 2.4629 -2.5275
Cl 5.6585 -6.4571 0.9170
C 4.5709 -5.1809 1.4143
C 4.7061 -4.6377 2.6890
C 3.8978 -3.6150 3.0920
C 2.8857 -3.0414 2.2204
O 2.1666 -2.0867 2.6132
C 2.7671 -3.6263 0.9304
C 1.7815 -3.2996 -0.0528
O 0.8591 -2.5112 0.0065
C 3.6094 -4.7244 0.5756
H 5.4523 -5.0520 3.3446
H 4.0011 -3.1857 4.0698
H 1.9022 -3.8704 -0.9848
H 3.5012 -5.1029 -0.4508
C -3.3544 -3.2193 0.6596
C -2.6346 -3.8616 1.8287
C -2.0222 -5.1629 1.3420
C -3.6763 -4.0890 2.9160
N -1.5004 -3.1091 2.3728
N -1.7488 -1.8053 2.8281
H -4.1781 -3.8882 0.3040
H -2.6550 -3.0481 -0.1593
H -3.7632 -2.2565 0.9038
H -2.7803 -5.7886 0.8714
H -1.5590 -5.6755 2.2000
H -1.2699 -4.9260 0.5951
H -4.5059 -4.6976 2.5192
H -4.0999 -3.1300 3.2551
H -3.2519 -4.5767 3.7890
H -0.7331 -3.0728 1.6994
H -2.0392 -1.9032 3.8151
H -2.5239 -1.3445 2.3021
I 1.2896 -1.6934 5.0974
I -0.1821 -1.0572 7.3197

| no. | E_tot (eV) |
| --- | --- |
| 1 | -132263.0017 |
| 2 | -94567.5949 |
| 3 | -139148.2231 |
| 4 | -123971.3162 |
| 5 | -99188.1870 |